ORCA calculation (ωB97M-V/def2-TZVPD) on C43H34N5O6P2W as an isolated structure.

Atoms and positions in Å:
W -1.09 -1.01 -1.13
O 1.55 0.31 -4.27
C 0.64 -0.07 -3.56
N 0.47 -0.96 -2.57
C 1.41 -2.08 -2.39
C 2.46 -2.33 -3.28
C 3.35 -3.31 -3.01
C 3.06 -4.27 -2.01
C 1.82 -4.21 -1.39
C 0.99 -3.07 -1.49
N -0.28 -2.84 -0.98
C -0.91 -3.85 -0.18
O -0.51 -4.94 0.15
C -2.22 -3.37 0.25
C -3.34 -4.22 0.45
C -4.60 -3.58 0.79
C -4.60 -2.29 1.23
C -3.50 -1.50 0.98
N -2.35 -1.98 0.42
C -0.57 0.82 -3.64
C -0.68 1.97 -4.46
C -1.86 2.73 -4.42
C -2.80 2.40 -3.45
C -2.56 1.33 -2.62
N -1.48 0.57 -2.72
H 2.61 -1.60 -4.04
H 4.35 -3.36 -3.51
H 3.65 -5.16 -1.72
H 1.49 -4.90 -0.63
H -3.25 -5.20 0.11
H -5.47 -4.18 0.75
H -5.54 -1.83 1.35
H -3.52 -0.35 1.16
H 0.11 2.20 -5.11
H -2.02 3.59 -5.10
H -3.78 2.89 -3.42
H -3.36 1.06 -1.91
O 0.74 -0.65 0.09
P 1.17 -0.24 1.50
C 0.01 1.10 2.10
P -0.82 1.84 0.68
O -1.51 0.78 -0.14
C -2.10 2.81 1.49
C -3.36 2.85 0.93
C -4.43 3.43 1.56
C -4.17 3.99 2.84
C -2.91 4.06 3.39
C -1.89 3.48 2.69
C 0.31 2.81 -0.27
C 0.40 4.19 -0.04
C 1.32 4.87 -0.77
C 1.95 4.34 -1.84
C 1.75 2.98 -2.12
C 0.92 2.20 -1.39
C 1.26 -1.50 2.85
C 0.96 -1.28 4.14
C 1.15 -2.32 5.05
C 1.65 -3.58 4.61
C 1.94 -3.78 3.26
C 1.67 -2.77 2.36
C 2.86 0.29 1.20
C 3.58 0.83 2.29
C 4.94 1.16 2.16
C 5.46 0.93 0.93
C 4.76 0.48 -0.16
C 3.43 0.17 -0.05
H 0.45 1.76 2.86
H -0.78 0.57 2.65
H -3.52 2.24 0.02
H -5.44 3.54 1.14
H -5.00 4.39 3.34
H -2.89 4.44 4.44
H -0.89 3.49 3.14
H -0.24 4.73 0.66
H 1.48 5.92 -0.50
H 2.61 4.81 -2.52
H 2.31 2.57 -2.97
H 0.74 1.19 -1.62
H 0.67 -0.33 4.54
H 0.92 -2.14 6.13
H 1.77 -4.42 5.28
H 2.33 -4.72 2.89
H 1.78 -3.00 1.32
H 3.13 0.96 3.29
H 5.50 1.61 2.99
H 6.47 1.15 0.77
H 5.25 0.48 -1.10
H 2.87 -0.21 -0.94
O -3.25 -2.25 -4.14
N -2.27 -1.99 -3.45
O -2.67 -1.67 -2.19

Properties
LUMO level (spin up / spin down): -0.1035 / -0.1084 Eh
charge: +1
highest occupied orbital energy (spin up / spin down): -0.3482 / -0.3618 Eh
frontier orbital gap (spin up / spin down): 6.66 / 6.89 eV
spin multiplicity: 3
maximum force: 4.4 eV Å⁻¹

ORCA calculation (ωB97M-V/def2-TZVPD) on C43H35CoN7O2P as an isolated structure.

Atoms and positions in Å:
Co -0.09 -0.82 -0.34
O -0.42 -2.07 1.21
C -0.92 -1.92 2.36
C -0.71 -2.93 3.35
C -1.30 -2.84 4.58
C -2.12 -1.73 4.93
C -2.31 -0.72 4.03
C -1.71 -0.76 2.74
C -1.88 0.36 1.92
N -1.35 0.50 0.72
N -1.55 1.66 0.14
C -1.26 1.61 -1.19
O -1.01 0.55 -1.79
C -1.26 2.90 -1.92
C -0.88 2.90 -3.26
C -0.83 4.10 -3.97
C -1.15 5.29 -3.33
C -1.52 5.29 -1.99
C -1.57 4.10 -1.29
H -0.09 -3.77 3.09
H -1.13 -3.63 5.30
H -2.59 -1.69 5.90
H -2.90 0.14 4.30
H -2.47 1.19 2.30
H -0.61 1.96 -3.73
H -0.53 4.10 -5.01
H -1.10 6.22 -3.88
H -1.76 6.22 -1.50
H -1.85 4.07 -0.24
C 6.32 0.46 3.51
C 5.57 1.62 3.66
C 4.27 1.69 3.15
C 3.71 0.60 2.49
C 4.47 -0.57 2.36
C 5.77 -0.63 2.85
P 2.02 0.55 1.76
C 1.31 2.12 2.39
C 0.99 3.22 1.60
C 0.33 4.31 2.15
C -0.02 4.32 3.49
C 0.31 3.24 4.30
C 0.96 2.14 3.75
C 2.37 0.88 0.00
C 3.35 1.81 -0.37
C 3.62 2.05 -1.70
C 2.92 1.34 -2.67
C 1.96 0.41 -2.30
C 1.64 0.13 -0.96
H 7.32 0.41 3.90
H 5.99 2.48 4.16
H 3.70 2.60 3.27
H 4.04 -1.42 1.85
H 6.35 -1.54 2.74
H 1.25 3.22 0.55
H 0.09 5.16 1.52
H -0.53 5.18 3.91
H 0.05 3.24 5.35
H 1.20 1.29 4.37
H 3.89 2.35 0.40
H 4.37 2.77 -1.99
H 3.12 1.52 -3.72
H 1.43 -0.12 -3.09
C -3.29 -1.59 -1.32
C -2.18 -2.28 -2.02
N -0.91 -2.27 -1.67
C -0.23 -3.06 -2.58
C -1.11 -3.55 -3.50
N -2.34 -3.05 -3.13
C -3.56 -3.20 -3.89
N -3.39 -2.70 -5.23
N -3.56 -3.53 -6.30
N -3.34 -2.87 -7.37
C -3.02 -1.57 -7.03
C -2.70 -0.47 -7.83
C -2.40 0.71 -7.19
C -2.42 0.81 -5.79
C -2.72 -0.26 -4.98
C -3.03 -1.45 -5.64
H -2.90 -1.14 -0.41
H -4.09 -2.29 -1.05
H -3.72 -0.79 -1.93
H 0.83 -3.21 -2.51
H -0.97 -4.18 -4.36
H -4.35 -2.64 -3.39
H -3.86 -4.24 -3.98
H -2.68 -0.56 -8.91
H -2.15 1.59 -7.78
H -2.17 1.76 -5.32
H -2.70 -0.18 -3.90

Properties
LUMO level (spin up / spin down): -0.0073 / -0.0832 Eh
charge: 0
highest occupied orbital energy (spin up / spin down): -0.2760 / -0.2844 Eh
frontier orbital gap (spin up / spin down): 7.31 / 5.47 eV
spin multiplicity: 5
maximum force: 0.6 eV Å⁻¹

ORCA calculation (ωB97M-V/def2-TZVPD) on C43H35GeN2O3RhS3 as an isolated structure.

Atoms and positions in Å:
Rh 0.59 -0.29 0.50
S -1.58 0.13 -0.15
C -2.79 -0.38 1.02
C -4.08 -0.52 0.50
C -5.17 -0.86 1.27
C -5.00 -1.09 2.64
C -3.73 -0.97 3.18
C -2.62 -0.62 2.40
S -1.10 -0.58 3.30
H -4.21 -0.35 -0.57
H -6.16 -0.94 0.83
H -5.84 -1.36 3.27
H -3.57 -1.14 4.24
O 2.45 -0.34 1.17
N 3.45 -0.10 0.28
N 3.03 -0.49 -0.96
O 1.78 -0.84 -1.21
C 3.90 -0.45 -2.02
C 3.40 -0.69 -3.31
C 4.27 -0.64 -4.40
C 5.62 -0.36 -4.23
C 6.10 -0.11 -2.95
C 5.27 -0.15 -1.84
H 2.35 -0.92 -3.43
H 3.87 -0.83 -5.39
H 6.29 -0.34 -5.09
H 7.16 0.11 -2.80
H 5.63 0.04 -0.84
O -0.04 -2.62 0.16
S 0.68 -3.60 -0.78
C -0.33 -5.00 -0.92
C -1.75 -4.88 -1.08
C -2.49 -5.98 -1.42
C -1.89 -7.25 -1.63
C -0.48 -7.36 -1.47
C 0.29 -6.27 -1.13
C 0.47 -2.99 -2.44
C 1.28 -3.55 -3.43
C 1.13 -3.16 -4.75
C 0.18 -2.20 -5.10
C -0.62 -1.64 -4.11
C -0.48 -2.03 -2.78
H -2.23 -3.92 -0.90
H -3.57 -5.88 -1.52
H -2.49 -8.11 -1.90
H 0.01 -8.33 -1.61
H 1.37 -6.37 -1.00
H 2.02 -4.30 -3.16
H 1.76 -3.60 -5.52
H 0.07 -1.88 -6.13
H -1.34 -0.87 -4.36
H -1.08 -1.57 -1.99
C 0.05 0.40 2.36
Ge -0.29 2.33 2.11
C 0.06 3.30 3.78
C -0.30 2.73 5.00
C -0.13 3.43 6.20
C 0.42 4.71 6.19
C 0.78 5.29 4.99
C 0.59 4.59 3.79
C 1.07 2.80 0.78
C 0.91 2.52 -0.58
C 1.97 2.65 -1.47
C 3.22 3.05 -1.02
C 3.40 3.34 0.32
C 2.34 3.21 1.21
C -2.06 2.92 1.55
C -3.18 2.62 2.32
C -4.45 3.04 1.93
C -4.62 3.78 0.77
C -3.51 4.11 0.01
C -2.24 3.70 0.40
H 0.97 0.34 2.95
H -0.71 1.73 5.02
H -0.41 2.97 7.14
H 0.56 5.24 7.12
H 1.20 6.29 4.98
H 0.86 5.06 2.85
H -0.05 2.22 -0.96
H 1.82 2.40 -2.52
H 4.05 3.11 -1.71
H 4.38 3.63 0.69
H 2.51 3.41 2.27
H -3.07 2.03 3.22
H -5.31 2.78 2.54
H -5.61 4.08 0.45
H -3.63 4.70 -0.90
H -1.38 3.96 -0.21

Properties
LUMO level (spin up / spin down): 0.1508 / 0.1397 Eh
charge: -2
highest occupied orbital energy (spin up / spin down): 0.0439 / -0.0759 Eh
frontier orbital gap (spin up / spin down): 2.91 / 5.87 eV
spin multiplicity: 5
maximum force: 0.7 eV Å⁻¹

These records have relative energy (zero: lowest compared OMol25 entry of this formula, charge and spin) values of 1.219; 0.018; 0.000 eV, in the order they appear.